# C53H81N5O7

A 12-piece molecular cluster, C53H81N5O7 overall in a non-equilibrium geometry (wB97M-V/def2-TZVPD, the OMol25 dataset).

Calculated values
Kohn-Sham gap	9.6	eV
strongest force on any atom	0.052	Eh/bohr

```
! RIJCOSX wB97M-V def2-TZVPD def2/J DEFGRID3
* xyz 0 1
O 33.005 -31.123 -18.170
O 34.589 -39.737 -19.004
O 27.392 -33.790 -20.865
O 30.669 -34.765 -18.199
O 30.430 -29.822 -22.083
O 29.890 -34.931 -24.899
O 24.950 -38.658 -19.224
N 30.486 -43.180 -18.008
N 30.443 -38.070 -15.906
N 34.690 -36.156 -21.696
N 37.159 -30.817 -23.919
N 29.171 -28.835 -13.937
C 31.278 -33.559 -18.638
C 29.723 -30.170 -16.352
C 30.940 -36.854 -15.595
C 31.313 -33.076 -24.569
C 29.308 -29.132 -21.471
C 26.821 -32.733 -21.607
C 34.817 -31.829 -22.853
C 33.809 -39.345 -16.845
C 35.546 -32.625 -23.724
C 31.419 -41.301 -19.109
C 34.261 -31.263 -18.850
C 35.867 -34.274 -20.886
C 34.577 -40.331 -17.691
C 30.315 -38.942 -14.891
C 37.018 -36.336 -21.302
C 25.744 -32.149 -20.706
C 28.810 -28.301 -15.141
C 33.231 -31.213 -16.749
C 30.965 -35.801 -19.123
C 30.842 -35.103 -20.443
C 30.302 -40.520 -18.884
C 31.180 -37.379 -13.301
C 29.305 -34.103 -23.903
C 27.362 -33.468 -19.502
C 30.905 -29.583 -19.760
C 31.114 -33.616 -20.174
C 29.136 -28.914 -16.328
C 31.247 -34.523 -25.087
C 36.689 -32.019 -24.253
C 37.039 -35.038 -20.843
C 29.290 -41.088 -18.113
C 29.703 -28.693 -20.045
C 34.103 -38.024 -17.487
C 26.488 -37.102 -20.012
C 35.263 -31.751 -17.822
C 25.571 -38.218 -20.430
C 31.221 -36.435 -14.295
C 30.725 -38.649 -13.607
C 31.500 -42.615 -18.665
C 31.513 -29.656 -21.128
C 26.513 -37.091 -18.465
C 25.952 -32.847 -19.347
C 29.984 -30.760 -15.134
C 25.873 -38.501 -18.190
C 35.807 -36.864 -21.784
C 34.357 -32.236 -16.630
C 29.445 -42.411 -17.685
C 34.689 -34.917 -21.226
C 34.551 -38.307 -18.920
C 29.666 -30.069 -13.959
C 35.205 -30.526 -22.591
C 29.887 -32.737 -24.180
C 36.400 -30.072 -23.103
H 31.868 -32.453 -25.271
H 31.914 -33.069 -23.652
H 28.261 -32.883 -19.252
H 36.827 -29.103 -22.874
H 29.016 -28.314 -22.136
H 30.569 -39.355 -12.799
H 34.060 -39.429 -15.791
H 29.676 -32.025 -23.377
H 29.949 -27.630 -20.051
H 29.844 -30.803 -17.220
H 31.481 -37.092 -12.301
H 32.013 -28.744 -21.471
H 33.926 -37.832 -19.678
H 33.879 -32.181 -22.436
H 26.626 -39.302 -18.156
H 27.475 -34.319 -18.826
H 34.048 -33.262 -16.817
H 32.229 -31.522 -16.453
H 35.822 -33.238 -20.579
H 35.861 -32.579 -18.204
H 30.868 -32.696 -18.117
H 27.609 -32.016 -21.881
H 35.542 -37.883 -19.120
H 31.445 -35.403 -14.064
H 26.459 -33.025 -22.595
H 33.441 -30.190 -16.423
H 30.186 -36.555 -19.018
H 34.870 -37.446 -16.965
H 31.972 -36.197 -18.953
H 37.911 -36.947 -21.310
H 30.889 -36.093 -16.364
H 37.900 -34.601 -20.353
H 25.798 -36.400 -18.029
H 27.545 -37.072 -18.118
H 34.504 -29.893 -22.063
H 34.036 -32.038 -19.589
H 28.216 -34.092 -23.974
H 29.501 -34.452 -22.882
H 31.583 -29.082 -19.073
H 31.997 -35.163 -24.614
H 29.253 -32.288 -24.955
H 37.302 -32.599 -24.935
H 32.192 -30.496 -21.300
H 29.806 -30.528 -12.988
H 31.409 -34.599 -26.164
H 35.680 -37.810 -22.292
H 26.077 -39.037 -20.947
H 24.717 -32.209 -21.074
H 28.829 -28.848 -19.415
H 34.536 -30.276 -19.236
H 31.440 -35.519 -21.257
H 32.399 -43.167 -18.903
H 33.796 -34.302 -21.290
H 28.422 -29.774 -21.452
H 25.203 -33.630 -19.213
H 30.306 -32.985 -20.545
H 35.927 -31.004 -17.389
H 27.507 -37.190 -20.395
H 28.362 -27.333 -14.969
H 30.240 -39.463 -19.102
H 28.788 -42.807 -16.920
H 26.137 -36.128 -20.358
H 33.204 -37.404 -17.487
H 32.747 -39.496 -17.052
H 30.276 -31.799 -15.054
H 34.193 -41.347 -17.789
H 29.815 -35.119 -20.817
H 28.517 -40.451 -17.707
H 25.423 -38.513 -17.196
H 25.792 -31.071 -20.519
H 24.820 -37.818 -21.112
H 25.749 -32.152 -18.532
H 34.906 -32.116 -15.699
H 32.233 -40.917 -19.715
H 28.854 -28.428 -17.254
H 30.511 -30.534 -19.407
H 35.315 -33.652 -23.964
H 29.809 -39.862 -15.158
H 32.332 -33.624 -18.337
H 35.610 -40.512 -17.361
H 32.031 -33.223 -20.626
*
```


# C5H9NOS

The molecule C5H9NOS in a non-equilibrium geometry (wB97M-V/def2-TZVPD, the OMol25 dataset).

Calculated values
Kohn-Sham gap	8.6	eV
strongest force on any atom	0.046	Eh/bohr

```
! RIJCOSX wB97M-V def2-TZVPD def2/J DEFGRID3
* xyz 0 1
S 0.612 2.562 -0.066
O -3.247 0.726 0.339
N -1.007 0.405 -0.152
C -1.267 -0.989 -0.418
C 1.931 -0.589 0.772
C -2.108 1.167 0.195
C 1.371 -0.026 -0.566
C 0.241 0.968 -0.265
H 2.174 0.489 -1.104
H 2.759 -1.294 0.595
H 1.135 -1.071 1.353
H 2.337 0.224 1.444
H -0.643 -1.590 0.257
H 1.072 -0.910 -1.140
H -1.135 -1.154 -1.499
H -1.923 2.238 0.360
H -2.301 -1.157 -0.105
*
```